The following is a quantum chemistry calculation of a 7-piece molecular cluster, C49H48N5O27 overall at a distorted geometry, from the Open Molecules 2025 dataset.

## Properties
* HOMO-LUMO gap: 7.13 eV
* net charge: +1
* E_HOMO: -0.3989 hartree
* E_LUMO: -3.7 eV

XYZ file:
```
129
Properties=species:S:1:pos:R:3:forces:R:3
C -5.4098 3.6257 -0.9141 -0.61 -1.63 0.34
O -3.9805 3.5472 -1.1789 -0.52 2.27 0.65
C -3.3921 4.8679 -1.3906 1.05 -0.54 -1.46
C -1.8235 4.7309 -1.0289 0.36 -0.64 -0.07
C -1.1275 6.0902 -0.5009 -0.98 0.64 -1.29
N -0.6915 6.0720 0.9327 1.02 -0.60 1.62
C 0.0599 5.1400 1.5162 2.29 -3.25 -0.13
N 0.5801 3.9036 0.8630 -1.68 1.87 1.19
C 0.9269 2.8765 1.9337 1.08 1.05 0.59
C 0.6243 1.3275 1.6382 0.14 -0.26 1.01
C 1.3613 0.4850 2.8398 -0.39 0.16 0.25
C 0.3520 0.0398 4.0130 -0.11 -0.33 -0.21
O 1.9609 -0.7222 2.2773 -1.58 0.74 0.36
C 0.1789 3.5848 3.2100 0.87 -2.13 -2.08
N -1.2792 3.2658 2.8619 -1.88 -1.80 5.37
C -1.8798 2.6878 3.8663 -1.77 -0.76 2.01
O -2.5046 2.1613 4.8268 3.98 3.33 -6.29
N 0.5589 4.9878 2.8949 -3.15 1.07 -0.89
C 0.2544 6.0591 3.8906 0.25 0.26 1.54
C -1.1060 5.8689 4.7195 -2.04 2.70 -1.23
N -2.0810 6.7511 4.4573 2.88 -3.26 1.09
H -5.8139 4.6852 -0.7422 0.69 -1.54 -0.45
H -5.9427 3.0642 -1.7755 0.62 1.29 1.33
H -5.6000 2.9848 0.0403 0.23 1.25 -1.55
H -3.4390 5.0439 -2.5432 -0.15 0.24 2.01
H -3.9221 5.7145 -0.8239 0.74 -1.33 -0.64
H -1.7453 3.8571 -0.2629 -0.02 1.73 -1.26
H -1.2284 4.4069 -1.9766 -1.12 0.47 1.72
H -0.2372 6.4496 -1.1358 -1.33 -0.90 0.95
H -1.9292 6.9315 -0.5888 1.53 -1.38 0.41
H -1.0003 6.8635 1.5403 0.31 -1.00 -0.61
H 1.2827 4.0388 0.1210 -0.82 0.04 0.37
H 2.0425 3.0647 2.1365 -1.40 -0.83 -0.20
H -0.4980 1.0521 1.6488 1.74 0.81 -0.16
H 1.0829 0.9362 0.6584 -0.60 1.00 1.45
H 2.1800 1.1888 3.2640 -0.97 -1.64 -0.70
H 0.7824 -0.7922 4.7034 -0.41 1.54 -1.38
H 0.0721 0.9096 4.7140 0.20 -1.24 -1.19
H -0.5690 -0.4398 3.4907 1.37 1.02 1.12
H 1.1819 -1.3083 2.0723 1.13 0.60 0.29
H 0.4533 3.1548 4.2457 0.02 1.26 -1.76
H 1.1249 6.0572 4.6655 -1.43 -0.09 -1.41
H 0.3215 7.0783 3.3592 -0.46 -1.56 0.94
H -1.2212 5.0559 5.5273 0.46 1.15 -1.32
H -2.8953 6.5368 5.0601 0.44 0.18 -0.30
C -2.6235 -5.7187 3.9438 -0.19 -0.01 0.19
C -1.7405 -4.9412 3.3143 0.51 -1.03 -0.69
C -1.6539 -3.4803 3.5947 -0.11 0.63 0.30
O -0.8199 -2.8024 3.0141 -0.06 -0.34 -0.17
C -2.5908 -2.9096 4.5681 0.42 0.04 -0.36
C -3.4772 -3.6863 5.1957 -0.77 1.12 0.94
C -3.5453 -5.1523 4.9355 -0.12 -0.92 -0.11
O -4.3542 -5.8350 5.5395 0.19 0.56 -0.07
O -4.3555 -3.1674 6.1010 0.71 -1.14 -0.89
O -0.8779 -5.4550 2.3868 -0.65 1.13 0.81
H -2.6951 -6.7812 3.7511 0.00 0.04 0.01
H -2.5291 -1.8447 4.7495 -0.02 -0.04 0.02
H -4.8864 -3.9278 6.4138 0.06 0.16 0.00
H -0.3432 -4.6950 2.0786 0.14 -0.30 -0.06
C 1.7163 7.2633 -3.2331 -0.03 -0.62 0.10
C 2.5174 8.2416 -3.6616 -0.99 1.46 0.27
C 3.8740 7.9500 -4.2077 0.94 -0.23 -0.39
O 4.5721 8.8650 -4.6076 -0.56 -0.07 0.27
C 4.3180 6.5514 -4.2359 0.00 0.36 -0.02
C 3.5174 5.5742 -3.8041 0.86 -1.14 -0.28
C 2.1516 5.8633 -3.2838 -0.59 0.37 0.09
O 1.4361 4.9434 -2.9122 0.28 0.03 0.15
O 3.9202 4.2696 -3.8230 -1.00 1.12 0.35
O 2.1254 9.5466 -3.6174 0.97 -1.31 -0.28
H 0.7287 7.4604 -2.8370 0.02 0.09 -0.09
H 5.3109 6.3549 -4.6180 -0.05 0.00 0.00
H 3.1674 3.7594 -3.4640 0.19 0.02 -0.19
H 2.8767 10.0566 -3.9832 -0.15 -0.01 0.04
C 4.1210 -4.9644 6.9564 -0.23 -0.25 -0.13
C 4.5344 -3.6975 6.8783 1.03 -0.05 1.06
C 3.9428 -2.7471 5.8939 -0.30 0.42 -0.54
O 4.3307 -1.5905 5.8621 0.07 -0.35 0.26
C 2.9054 -3.2529 4.9875 0.14 0.28 0.13
C 2.4948 -4.5208 5.0636 -0.92 0.12 -1.04
C 3.0668 -5.4632 6.0660 0.37 -0.57 0.58
O 2.6547 -6.6101 6.1195 -0.12 0.45 -0.30
O 1.5318 -5.0038 4.2239 0.86 -0.10 1.08
O 5.5162 -3.2216 7.6992 -1.03 0.13 -1.09
H 4.5404 -5.6638 7.6676 -0.02 0.03 -0.03
H 2.4967 -2.5576 4.2654 0.05 0.00 -0.04
H 1.4094 -5.9414 4.4770 0.02 0.14 -0.10
H 5.6326 -2.2835 7.4485 0.03 -0.18 0.09
C -2.4183 7.1403 -6.8865 -0.09 0.06 -0.17
C -1.5039 6.5768 -6.0957 -0.61 0.39 1.03
C -0.3380 5.8399 -6.6589 0.53 -0.37 -0.56
O 0.4886 5.3537 -5.9033 -0.29 0.26 0.20
C -0.2353 5.7250 -8.1173 0.16 -0.08 0.49
C -1.1519 6.2857 -8.9101 0.57 -0.42 -1.45
C -2.3033 7.0465 -8.3471 -0.68 0.43 0.16
O -3.1122 7.5615 -9.0994 0.46 -0.31 0.06
O -1.0693 6.1841 -10.2678 -0.64 0.47 1.43
O -1.5989 6.6532 -4.7330 0.63 -0.39 -0.96
H -3.2684 7.6800 -6.4901 0.03 -0.01 -0.03
H 0.6066 5.1721 -8.5123 -0.03 0.03 0.01
H -1.8444 6.6714 -10.6130 0.17 -0.10 -0.02
H -0.8193 6.1700 -4.3919 -0.13 0.03 -0.12
C -2.1416 -6.6624 -2.3857 0.00 0.00 -0.39
C -1.4964 -6.3774 -1.2524 -1.09 -0.50 0.99
C -0.1232 -5.7955 -1.2667 0.76 0.25 -0.23
O 0.4318 -5.5284 -0.2121 -0.37 -0.07 -0.09
C 0.5141 -5.5695 -2.5682 -0.10 0.15 0.39
C -0.1297 -5.8579 -3.7008 1.02 0.45 -0.87
C -1.5121 -6.4133 -3.6876 -0.73 -0.31 0.02
O -2.0784 -6.6484 -4.7426 0.45 0.16 0.15
O 0.4545 -5.6545 -4.9184 -1.09 -0.44 0.87
O -2.0702 -6.6069 -0.0344 1.13 0.46 -1.04
H -3.1388 -7.0826 -2.3901 0.04 0.02 0.00
H 1.5168 -5.1639 -2.5641 -0.03 -0.08 0.00
H -0.2113 -5.9380 -5.5768 0.15 0.08 0.08
H -1.4064 -6.3187 0.6261 -0.21 -0.06 0.13
C 1.9618 -11.3645 -1.1775 -0.22 -0.24 -0.11
C 2.3724 -10.0969 -1.2548 1.00 -0.06 1.06
C 1.7800 -9.1477 -2.2397 -0.37 0.36 -0.58
O 2.1658 -7.9898 -2.2706 0.17 -0.40 0.28
C 0.7451 -9.6551 -3.1475 0.26 0.37 0.20
C 0.3367 -10.9239 -3.0726 -1.09 0.00 -1.18
C 0.9098 -11.8655 -2.0694 0.36 -0.58 0.59
O 0.5006 -13.0130 -2.0163 -0.09 0.46 -0.29
O -0.6229 -11.4085 -3.9128 1.04 -0.06 1.17
O 3.3522 -9.6186 -0.4325 -1.01 0.14 -1.07
H 2.3819 -12.0630 -0.4658 -0.02 0.03 -0.03
H 0.3359 -8.9607 -3.8695 0.01 -0.04 -0.01
H -0.7421 -12.3458 -3.6583 -0.02 0.16 -0.08
H 3.4667 -8.6801 -0.6831 0.01 -0.18 0.09
```
Forces are in eV/Å.

---

The following is a quantum chemistry calculation of C49H49BFIrN7O4PS2 as an isolated structure at a distorted geometry, from the Open Molecules 2025 dataset.

## Properties
* HOMO-LUMO gap (spin up / spin down): 6.30 / 6.01 eV
* net charge: +1
* 2S+1: 2
* E_HOMO (spin up / spin down): -0.3480 / -0.3475 hartree
* E_LUMO (spin up / spin down): -3.2 / -3.4 eV
* ⟨S²⟩: 0.7545

XYZ file:
```
115
Properties=species:S:1:pos:R:3:forces:R:3
Ir 0.0128 -0.6694 0.8373 1.04 0.52 -0.90
C 1.0145 2.2777 3.8472 0.00 0.00 0.00
C 1.2862 1.4773 4.9505 -0.01 0.03 0.01
C 1.1684 0.1067 4.8346 -0.02 -0.02 -0.01
C 0.7896 -0.4573 3.6160 -0.08 0.02 0.02
C 0.5253 0.3317 2.4898 0.07 0.02 -0.04
C 0.6403 1.7140 2.6370 0.07 -0.06 0.02
C 0.5825 -1.8864 3.4191 0.03 -0.05 -0.03
C 0.9618 -2.8502 4.3847 0.03 0.00 -0.01
C 0.7937 -4.1686 4.1274 -0.01 0.00 0.02
C 0.1869 -4.5694 2.9157 0.01 0.01 -0.01
C -0.0560 -5.9283 2.6214 0.00 0.01 0.00
C -0.7071 -6.2896 1.4763 0.00 0.00 0.00
C -1.1571 -5.2895 0.5973 0.00 0.00 0.01
C -0.9136 -3.9662 0.8490 -0.01 -0.01 0.05
C -0.2109 -3.5705 2.0014 -0.05 -0.01 -0.01
N 0.0360 -2.2353 2.2578 -0.52 0.11 0.12
H 1.0873 3.3552 3.9355 0.00 0.00 0.00
H 1.5713 1.9219 5.8944 0.00 0.00 0.00
H 1.3545 -0.5146 5.7006 0.01 0.00 0.00
H 0.4269 2.3781 1.8124 0.01 0.01 0.00
H 1.4181 -2.5181 5.3040 0.01 -0.01 0.00
H 1.1066 -4.9220 4.8401 0.00 0.00 0.00
H 0.2712 -6.6754 3.3344 0.00 0.00 0.00
H -0.9031 -7.3314 1.2611 0.00 0.00 0.00
H -1.7351 -5.5572 -0.2786 0.00 0.00 0.00
H -1.3145 -3.2178 0.1910 0.00 0.03 -0.02
C 0.1450 6.9143 -0.1057 0.00 -0.01 0.00
C -0.3310 6.0702 -1.2777 0.00 0.01 0.01
N -0.0114 4.6476 -1.1083 -0.01 -0.01 -0.01
C -0.9400 3.8375 -0.5593 0.01 0.00 -0.01
C -0.7611 2.5133 -0.2916 0.00 -0.03 0.04
C -1.9025 1.7498 0.3627 0.07 0.04 -0.06
O -2.9451 2.3648 0.5278 -0.01 -0.01 -0.02
O -1.7049 0.5257 0.6682 -0.35 -0.40 0.38
C 0.4675 1.9167 -0.6472 -0.13 0.00 -0.09
O 0.7405 0.7034 -0.5206 0.13 0.13 0.14
C 1.4988 2.7853 -1.2028 -0.01 -0.03 -0.02
C 2.7595 2.2409 -1.4793 0.00 0.00 -0.01
C 3.7354 3.0612 -1.9576 -0.02 -0.01 -0.07
F 4.9438 2.5581 -2.2820 0.00 0.00 0.00
C 3.5271 4.4351 -2.1422 0.05 -0.06 0.00
C 2.2855 4.9687 -1.8775 0.00 0.01 0.06
C 1.2460 4.1471 -1.4089 0.01 0.02 0.01
N 4.5782 5.2953 -2.5986 -0.09 0.10 -0.02
C 4.7490 5.3280 -4.0413 0.06 -0.07 0.00
C 5.5680 6.5454 -4.4247 -0.01 -0.01 0.00
N 6.8833 6.5002 -3.6898 0.01 -0.01 0.00
C 6.6854 6.4051 -2.1968 -0.01 -0.01 0.00
C 5.8557 5.1703 -1.9134 -0.01 0.02 0.02
H -0.0728 7.9662 -0.2891 -0.01 0.00 0.00
H 1.2178 6.8074 0.0572 0.00 0.01 0.00
H -0.3661 6.6157 0.8094 0.01 0.00 0.00
H 0.0910 6.4101 -2.2230 0.01 -0.01 0.00
H -1.4123 6.1360 -1.3797 0.00 0.00 0.00
H -1.8998 4.2786 -0.3170 0.00 0.00 0.01
H 2.9491 1.1881 -1.3055 0.00 0.00 0.01
H 2.1566 6.0339 -2.0004 0.00 0.00 -0.01
H 3.7764 5.4007 -4.5255 0.00 0.02 0.00
H 5.2383 4.4160 -4.4225 -0.01 -0.01 0.00
H 5.0733 7.4638 -4.1141 0.00 0.00 -0.01
H 5.7830 6.5797 -5.4908 0.00 0.00 0.00
H 7.4474 7.3173 -3.9238 -0.01 0.01 0.00
H 7.4079 5.6785 -4.0009 0.01 0.01 0.00
H 6.1716 7.3146 -1.8918 0.01 0.00 0.00
H 7.6692 6.3559 -1.7344 0.00 0.00 -0.01
H 5.6909 5.0937 -0.8395 0.00 0.02 0.00
H 6.4198 4.2778 -2.2181 -0.01 -0.01 0.01
S -4.0097 -2.8756 -0.6987 0.05 0.05 0.00
P -4.1880 -2.7999 1.2471 -0.12 -0.10 0.02
S -2.9004 -1.5336 2.2375 -0.37 -0.11 0.11
C -5.7469 -2.0760 1.8164 0.01 0.02 0.01
C -6.2682 -2.4011 3.0678 -0.01 -0.02 -0.01
C -7.4317 -1.7898 3.5086 0.00 0.00 0.00
C -8.0694 -0.8543 2.7066 0.00 0.00 -0.01
C -7.5469 -0.5264 1.4619 0.00 0.00 0.00
C -6.3850 -1.1323 1.0147 0.01 0.01 0.02
C -4.1162 -4.4456 2.0139 0.05 0.01 0.04
C -4.7497 -5.5029 1.3645 0.01 0.00 -0.01
C -4.7385 -6.7686 1.9283 0.00 0.00 0.00
C -4.0916 -6.9868 3.1380 0.01 0.00 0.01
C -3.4577 -5.9365 3.7845 -0.01 -0.01 0.01
C -3.4696 -4.6662 3.2255 -0.03 0.01 -0.01
H -5.7753 -3.1377 3.6899 0.00 0.00 0.00
H -7.8414 -2.0469 4.4765 0.00 0.00 0.00
H -8.9783 -0.3788 3.0522 0.00 0.00 0.00
H -8.0454 0.2048 0.8395 0.00 0.00 0.00
H -5.9659 -0.8858 0.0476 0.00 0.00 0.00
H -5.2365 -5.3298 0.4128 0.00 0.00 0.00
H -5.2344 -7.5870 1.4224 0.00 0.00 0.00
H -4.0801 -7.9774 3.5745 0.00 0.00 0.00
H -2.9483 -6.1044 4.7250 0.00 0.00 0.00
H -2.9681 -3.8455 3.7231 0.01 0.00 0.00
N -0.4701 -1.6404 -1.0554 0.07 -0.05 0.02
C -0.4284 -2.2801 -2.0113 -0.01 0.05 -0.02
N -0.3755 -3.0523 -3.0745 -0.07 -0.07 0.04
C 0.7998 -2.9600 -3.9524 -0.02 0.01 -0.02
C 0.4824 -2.0340 -5.1140 0.00 0.00 0.00
O -0.6875 -2.4558 -5.7889 0.00 0.01 -0.01
C -1.8216 -2.4339 -4.9364 0.00 0.00 0.01
C -1.6337 -3.3817 -3.7657 0.00 0.01 -0.01
H 1.0158 -3.9652 -4.3176 0.00 0.00 -0.01
H 1.6510 -2.6060 -3.3724 0.00 0.00 0.00
H 1.2903 -2.0422 -5.8444 0.00 0.00 0.00
H 0.3509 -1.0079 -4.7417 0.00 0.00 0.00
H -2.6768 -2.7319 -5.5405 0.00 0.00 0.00
H -1.9907 -1.4145 -4.5638 0.00 0.00 0.00
H -1.5530 -4.4111 -4.1187 0.00 0.00 0.00
H -2.4547 -3.3130 -3.0527 0.01 -0.01 -0.01
B 4.5523 -1.3028 0.1891 -0.02 -0.04 -0.13
C 2.9957 -1.4051 0.4332 0.00 0.09 0.00
N 1.8545 -1.3635 0.5890 0.12 -0.23 0.36
H 4.7413 -1.5455 -0.9869 0.00 0.00 0.00
H 5.1188 -2.0854 0.9119 0.00 0.01 0.01
H 4.8314 -0.1464 0.4527 0.00 0.00 0.00
```
Forces are in eV/Å.

---

The following is a quantum chemistry calculation of C49H49BaN7O2S as an isolated structure, from the Open Molecules 2025 dataset.

## Properties
* HOMO-LUMO gap: 6.53 eV
* E_HOMO: -0.2309 hartree
* E_LUMO: 0.2 eV

XYZ file:
```
109
Properties=species:S:1:pos:R:3:forces:R:3
Ba -0.5157 -0.3418 0.6860 -0.29 0.12 0.00
C 6.5517 2.5442 1.1343 -0.02 0.00 -0.01
C 5.0740 2.4171 0.8758 0.00 0.01 -0.04
C 4.5009 2.8598 -0.3190 0.01 -0.01 0.02
C 3.1552 2.7084 -0.5780 -0.01 0.04 -0.02
C 2.2687 2.1040 0.3417 -0.14 -0.06 -0.12
N 0.9498 1.8474 0.0480 0.20 0.11 0.07
C 0.2277 2.8018 -0.6334 0.08 -0.09 0.08
C 0.2926 4.1810 -0.3485 -0.02 0.06 0.04
C -0.5734 5.0862 -0.9227 0.02 0.03 -0.14
C -1.5540 4.6936 -1.8408 0.06 0.02 0.01
C -2.5340 5.6823 -2.4146 0.02 -0.02 0.02
C -1.5948 3.3538 -2.1833 -0.02 -0.06 0.03
C -0.7220 2.4411 -1.6041 -0.03 -0.19 -0.10
N -0.7700 1.0710 -2.0493 0.06 0.23 0.04
C 0.2771 0.3335 -2.4868 -0.08 0.07 0.03
C -0.2215 -0.8971 -2.8499 -0.03 -0.03 0.01
C -1.6055 -0.7994 -2.6041 0.03 -0.05 -0.01
N -1.9332 0.3875 -2.1152 0.07 0.06 0.03
C 2.8574 1.7064 1.5548 -0.13 -0.01 0.11
C 4.2187 1.8462 1.8012 0.01 -0.02 0.05
N 2.0417 1.2478 2.6442 0.06 -0.08 -0.02
C 1.8425 1.9254 3.7930 0.01 -0.09 -0.05
C 1.1217 1.1142 4.6360 -0.05 -0.03 0.03
C 0.9185 -0.0584 3.8968 0.04 0.07 -0.03
N 1.4849 0.0150 2.6956 0.07 0.18 -0.03
H 6.9257 3.5216 0.8251 0.00 0.00 0.00
H 7.1199 1.7895 0.5849 0.00 0.00 0.00
H 6.7779 2.4189 2.1935 0.00 0.00 0.00
H 5.1315 3.3284 -1.0681 -0.01 0.00 0.01
H 2.7470 3.0639 -1.5177 0.00 0.00 0.01
H 1.0184 4.5179 0.3831 -0.01 -0.02 -0.02
H -0.4985 6.1325 -0.6446 -0.01 0.00 0.00
H -2.0646 6.6524 -2.5832 0.00 -0.01 0.00
H -3.3781 5.8400 -1.7383 0.00 0.00 0.01
H -2.9360 5.3327 -3.3659 0.00 -0.01 0.00
H -2.3124 2.9893 -2.9095 0.01 0.00 0.00
H 1.2743 0.7404 -2.4886 -0.01 0.00 0.00
H 0.3296 -1.7309 -3.2503 -0.01 0.01 0.01
H -2.3722 -1.5451 -2.7456 0.02 0.02 0.00
H 4.6003 1.5084 2.7596 -0.01 0.00 -0.01
H 2.2205 2.9275 3.9062 0.00 -0.01 0.01
H 0.7597 1.3462 5.6220 0.00 0.00 -0.01
H 0.3604 -0.9395 4.1755 -0.01 0.02 -0.01
C -6.9031 -1.6599 -1.6431 -0.03 0.02 0.03
N -6.0836 -1.7320 -0.4350 -0.04 -0.03 -0.06
N -4.8479 -2.3533 -0.6490 0.19 -0.09 0.02
C -3.8442 -1.6296 -0.0021 -0.05 0.03 0.04
O -2.6733 -2.0051 0.0707 0.00 -0.05 -0.02
C -4.4891 -0.4622 0.5416 -0.09 -0.06 -0.05
C -5.7966 -0.5462 0.2310 -0.04 0.06 0.02
C -6.8810 0.4395 0.4954 0.02 -0.02 -0.01
C -4.8152 -3.7561 -0.8571 -0.01 0.09 -0.03
C -3.6924 -4.3371 -1.4401 -0.01 0.02 0.01
C -3.6664 -5.7055 -1.6527 0.01 0.00 0.02
C -4.7536 -6.4977 -1.3084 0.01 0.00 0.01
C -5.8687 -5.9104 -0.7317 0.00 -0.02 0.00
C -5.9014 -4.5437 -0.4956 -0.05 -0.01 0.03
H -7.0683 -2.6643 -2.0257 0.00 -0.01 0.00
H -6.4234 -1.0521 -2.4158 0.02 0.01 0.00
H -7.8661 -1.2288 -1.3808 -0.01 0.00 0.00
H -3.9824 0.2753 1.1496 0.00 0.02 -0.02
H -6.5183 1.1919 1.1918 0.01 0.00 0.00
H -7.7597 -0.0452 0.9225 0.00 0.00 0.00
H -7.1838 0.9470 -0.4228 0.00 0.00 0.00
H -2.8522 -3.7155 -1.7101 0.02 0.00 0.01
H -2.7888 -6.1548 -2.1004 0.00 0.00 0.00
H -4.7297 -7.5652 -1.4871 0.00 0.02 0.00
H -6.7209 -6.5176 -0.4536 0.00 0.00 0.00
H -6.7608 -4.0835 -0.0259 0.02 -0.02 -0.01
C -1.3998 4.0539 3.1775 0.00 -0.01 0.10
C -2.7176 3.3807 2.7687 0.05 0.04 -0.25
C -3.7873 3.6453 3.8313 0.01 -0.02 0.03
C -3.1619 3.9704 1.4199 -0.02 -0.08 -0.02
C -2.4886 1.9288 2.6176 0.24 -0.23 0.05
C -2.2054 0.7328 2.5383 -0.10 0.20 0.06
H -1.5376 5.1345 3.2872 -0.01 -0.02 0.00
H -0.6357 3.8733 2.4200 0.01 -0.01 -0.01
H -1.0443 3.6450 4.1253 0.01 0.01 -0.01
H -3.9523 4.7203 3.9490 0.00 -0.01 -0.01
H -3.4778 3.2314 4.7918 -0.01 0.01 0.01
H -4.7311 3.1750 3.5514 -0.02 0.01 0.00
H -3.3230 5.0495 1.5053 0.02 0.00 0.01
H -4.0949 3.5087 1.0867 0.01 0.00 0.00
H -2.3983 3.7908 0.6575 -0.11 0.01 0.08
O 0.2436 -2.8231 1.1018 0.13 -0.21 0.02
S 0.5018 -4.2813 0.8733 0.05 -0.03 -0.17
C -0.9864 -5.1365 1.3774 -0.05 0.08 0.06
C -2.0229 -4.4053 1.9305 0.01 -0.01 -0.03
C -3.2079 -5.0612 2.2375 0.01 -0.01 0.02
C -3.3356 -6.4220 2.0027 -0.04 0.03 0.02
C -2.2845 -7.1408 1.4475 0.00 0.00 -0.04
C -1.1065 -6.4939 1.1135 0.01 -0.03 -0.02
C 1.6135 -4.7933 2.1828 -0.08 0.12 0.06
C 2.1791 -6.0597 2.1519 -0.02 -0.03 -0.02
C 3.0503 -6.4309 3.1629 0.01 0.05 0.04
C 3.3616 -5.5300 4.1759 -0.01 -0.02 -0.03
C 2.8083 -4.2580 4.1756 0.00 0.02 0.00
C 1.9269 -3.8779 3.1720 0.04 -0.01 0.01
H -1.9207 -3.3379 2.0755 0.00 -0.06 0.01
H -4.0345 -4.4982 2.6516 0.00 -0.01 0.01
H -4.2660 -6.9240 2.2357 0.01 0.00 0.00
H -2.3943 -8.1986 1.2464 0.01 0.00 0.01
H -0.2979 -7.0394 0.6397 -0.03 0.01 0.02
H 1.9482 -6.7497 1.3489 0.02 0.02 0.01
H 3.4953 -7.4170 3.1550 0.00 0.00 0.00
H 4.0491 -5.8185 4.9601 0.00 0.00 0.00
H 3.0662 -3.5508 4.9532 0.00 -0.01 0.00
H 1.5069 -2.8802 3.1352 0.02 -0.03 0.00
```
Forces are in eV/Å.